49
Properties=species:S:1:pos:R:3:forces:R:3 method="wB97M-V/def2-TZVPD" total_charge=+1 e_lumo_ev="-6.94 / -7.11" homo_energy_ev="-10.21 / -10.93" gap_ha="0.1203 / 0.1403"
O 1.1507 -3.3867 -1.2018 1.28 2.13 -2.06
H 1.8588 -4.0514 -1.2015 -0.29 0.08 0.34
Y 1.0324 -0.5994 -0.1232 -2.33 -2.10 -0.38
N 0.2967 0.5713 1.8630 -0.81 1.93 0.68
N 1.0062 -1.9322 2.1464 0.73 -2.37 -0.35
N 0.0621 1.4442 -1.0687 -1.17 1.24 -1.85
N 0.8535 -0.5089 -2.6015 -1.07 0.95 -1.97
O -0.0223 1.8545 1.9092 0.37 -2.11 -0.33
O -0.3763 2.5280 -0.3824 0.40 -0.86 1.19
O 1.0514 -1.5743 -3.3495 0.06 0.29 1.27
O 1.3463 -3.1480 2.2282 -0.71 2.58 -0.05
C 0.5082 -1.3284 3.2799 -0.30 0.91 0.21
C 0.1440 0.0191 3.1002 0.31 -0.38 0.14
C -0.1444 1.6193 -2.3888 0.27 -0.33 2.30
C 0.2287 0.5340 -3.2262 1.03 -1.69 0.76
C -0.3408 0.9134 4.1951 -0.24 -0.12 0.48
H -1.1898 1.5189 3.8539 0.30 -0.17 0.04
H 0.4539 1.6181 4.4934 -0.22 -0.18 -0.21
H -0.6514 0.3593 5.0856 0.16 0.01 -0.27
C 0.3898 -1.9759 4.6139 0.13 -0.22 0.09
H 0.8851 -2.9441 4.6473 -0.03 0.06 -0.14
H -0.6619 -2.1142 4.8931 0.12 0.00 -0.11
H 0.8338 -1.3224 5.3722 -0.03 -0.14 -0.10
C -0.7892 2.8612 -2.9033 0.09 0.15 0.07
C -0.1231 0.5577 -4.6752 0.11 -0.17 -0.25
H -0.9290 3.5443 -2.0575 -0.05 -0.09 -0.66
H -1.7606 2.6292 -3.3624 0.24 0.04 0.10
H -0.1521 3.3167 -3.6730 -0.20 -0.05 0.16
H 0.3010 -0.3160 -5.1795 -0.11 0.26 0.11
H 0.2733 1.4791 -5.1361 -0.20 -0.38 0.11
H -1.2205 0.5548 -4.8189 0.45 0.02 0.09
H -0.2701 2.2404 0.6399 0.03 0.64 -1.11
H 1.3934 -2.8379 -2.0781 -0.94 -1.25 1.53
C 2.5547 0.9681 -0.1563 2.66 0.60 -0.01
H 2.7209 1.2686 0.8805 0.02 0.03 0.09
H 2.9804 1.7124 -0.8332 -0.41 -0.11 0.06
H 3.1098 -0.0139 -0.3400 0.25 0.80 0.08
O 1.9877 3.6812 2.4611 -0.50 -0.43 -0.66
H 1.9697 4.3425 1.7447 -0.04 -0.45 0.48
H 1.3221 2.9925 2.2089 0.74 1.09 0.25
N -1.4926 -1.9335 -1.7096 0.23 0.08 0.00
C -2.7456 -2.3750 -1.8144 -0.03 0.41 1.32
C -3.3839 -2.0284 -0.6180 0.26 0.03 -0.52
C -2.4394 -1.3284 0.1375 0.61 -0.33 -0.59
N -1.2593 -1.2917 -0.5300 -0.61 -0.25 -0.27
H -0.7481 -2.0949 -2.4031 -0.27 0.23 0.52
H -3.0785 -2.8863 -2.6955 -0.12 -0.15 -0.08
H -4.3857 -2.2765 -0.3492 -0.36 0.07 0.09
H -2.5500 -0.8604 1.1227 0.15 -0.28 -0.58